The following is a DFT calculation (ωB97M-V/def2-TZVPD) of a molecular structure, C28H51As3N3OTc in a non-equilibrium geometry.

Lowest unoccupied orbital energy (spin up / spin down)   -0.3671 / -0.4018 hartree
HOMO level (spin up / spin down)   -14.51 / -14.51 eV

Structure (ORCA input):
```
! wB97M-V def2-TZVPD RIJCOSX def2/J DEFGRID3
* xyz 3 4
Tc -0.2832 -0.3566 1.0637
C -2.2665 1.0122 -0.9819
N -2.0637 0.8229 0.4550
C -3.1764 0.0189 0.9998
C -2.0537 2.0611 1.2260
C -2.9308 3.1053 0.9950
C -3.0472 4.1459 1.9062
C -2.3537 4.0874 3.1049
C -1.4668 3.0584 3.3450
C -1.2179 2.0754 2.3717
N -0.2545 1.1021 2.4339
C 0.8090 1.1299 3.3106
C 1.3046 2.2428 4.0110
C 2.3308 2.0912 4.9241
C 2.9207 0.8531 5.1251
C 2.5212 -0.2359 4.3620
C 1.5006 -0.0983 3.4422
N 0.9649 -1.1990 2.6638
C -0.0596 -1.8546 3.4905
C 1.9591 -2.1954 2.2656
H -2.4879 0.0484 -1.4421
H -1.3644 1.4276 -1.4343
H -3.1048 1.6784 -1.1933
H -4.1346 0.4971 0.7812
H -3.0869 -0.0493 2.0843
H -3.1766 -0.9820 0.5615
H -3.5652 3.1177 0.1239
H -3.7265 4.9561 1.7019
H -2.4995 4.8485 3.8544
H -1.0061 2.9775 4.3144
H 0.9158 3.2291 3.8239
H 2.6713 2.9472 5.4852
H 3.6953 0.7315 5.8646
H 2.9960 -1.1902 4.5228
H 0.3973 -2.3389 4.3582
H -0.5770 -2.6094 2.9055
H -0.7698 -1.1153 3.8651
H 2.3775 -2.7192 3.1274
H 2.7776 -1.7302 1.7159
H 1.4691 -2.9376 1.6334
C 1.0503 2.8333 -0.6307
As 1.4253 0.9656 -0.1759
C 3.0882 1.2779 0.7834
C 2.2042 0.0023 -1.7152
C 1.3924 -0.4230 -2.9482
C 2.3532 -1.2451 -3.8142
C 0.1464 -1.2733 -2.6315
As -0.2611 -2.1101 -0.8670
C 0.9299 -3.6630 -0.9382
C -1.8773 -2.9887 -1.5586
C 0.9651 0.8169 -3.7464
As 0.1419 0.4167 -5.5608
C 0.5055 2.0773 -6.5142
C -1.8145 0.5529 -5.3238
H 0.0716 3.0108 -1.0666
H 1.8182 3.2178 -1.3060
H 1.1077 3.3960 0.3025
H 3.7873 1.7985 0.1215
H 3.5567 0.3546 1.1202
H 2.8941 1.9126 1.6485
H 2.6339 -0.8997 -1.2610
H 3.0463 0.6231 -2.0448
H 2.6743 -2.1468 -3.3002
H 3.2354 -0.6637 -4.0729
H 1.8580 -1.5405 -4.7410
H 0.1266 -2.1108 -3.3360
H -0.7433 -0.6706 -2.8409
H 0.8157 -4.1368 -1.9162
H 0.6501 -4.3922 -0.1774
H 1.9767 -3.3918 -0.7977
H -1.6843 -3.3373 -2.5754
H -2.7407 -2.3233 -1.5808
H -2.1280 -3.8565 -0.9541
H 1.8399 1.4337 -3.9695
H 0.2481 1.4208 -3.1776
H 1.5745 2.2373 -6.6364
H 0.0696 2.9115 -5.9611
H 0.0519 2.0368 -7.5033
H -2.2441 -0.3400 -4.8744
H -2.2458 0.6671 -6.3175
H -2.0640 1.4326 -4.7304
C -1.7061 -4.7318 1.8034
O -1.8737 -3.3553 1.4380
H -2.2180 -5.3808 1.0925
H -2.1095 -4.9073 2.8022
H -0.6424 -4.9596 1.7975
H -2.8243 -3.2018 1.4881
*
```

Löwdin atomic charge list, values in e, 5 entries: atom 1 (Tc): 1.123, atom 2 (C): -0.056, atom 3 (N): -0.312, atom 4 (C): -0.033, atom 5 (C): -0.202

***

The following is a DFT calculation (ωB97M-V/def2-TZVPD) of a single C11H16Cl2Si molecule in a non-equilibrium geometry.

SMILES   C[Si](C)(Cl)CCc1ccc(CCl)cc1
Energy above the lowest of the compared OMol25 structures with the same formula, charge and spin   0.00 kcal per mole
Lowest unoccupied orbital energy   0.0269 hartree
HOMO level   -9.03 eV

Structure (ORCA input):
```
! wB97M-V def2-TZVPD RIJCOSX def2/J DEFGRID3
* xyz 0 1
Cl 0.0950 -0.8129 -5.8278
Cl -1.1256 -1.5048 4.2731
C -1.6471 0.7953 -2.7741
C 0.1346 -0.7569 -3.0873
C -1.1978 1.0039 -1.4591
C 0.5797 -0.5562 -1.8018
C -0.9600 -0.0908 -3.6044
C -0.0636 0.3643 -0.9697
C -1.3335 -0.2999 -5.0109
C 0.3553 0.5810 0.4823
C 0.4358 1.4080 4.0127
C 2.0309 -1.2370 3.4481
C -0.3024 -0.3111 1.5315
Si 0.3435 -0.3626 3.2884
H -2.4743 1.3678 -3.1502
H 0.6519 -1.4696 -3.6796
H -1.7017 1.7655 -0.8729
H 1.4035 -1.1233 -1.4025
H -1.6631 0.6589 -5.4744
H -2.0890 -1.0821 -5.1402
H 0.0998 1.6158 0.7521
H 1.4450 0.4757 0.6081
H 0.3973 1.2960 5.0713
H -0.4046 2.0391 3.7041
H 1.3814 1.8783 3.7442
H 2.8218 -0.5128 3.5654
H 2.0617 -1.8660 4.3298
H 2.3132 -1.8447 2.6065
H -1.3691 -0.0695 1.6265
H -0.2183 -1.3496 1.2105
*
```

Löwdin atomic charge list, values in e, 5 entries: atom 1 (Cl): 0.656, atom 2 (Cl): 0.280, atom 3 (C): -0.023, atom 4 (C): -0.107, atom 5 (C): -0.033

***

The following is a DFT calculation (ωB97M-V/def2-TZVPD) of a molecular structure, C39H58IrNP2S2Si4 in a non-equilibrium geometry.

Lowest unoccupied orbital energy (spin up / spin down)   -0.3061 / -0.4264 hartree
HOMO level (spin up / spin down)   -14.83 / -15.27 eV

Structure (ORCA input):
```
! wB97M-V def2-TZVPD RIJCOSX def2/J DEFGRID3
* xyz 3 6
Ir 0.3300 0.0899 -0.4036
C -0.1801 -3.0690 -1.9571
C 1.0282 -2.9594 -1.0307
P 1.0038 -1.8579 0.5220
C -0.0433 -2.6276 1.8047
C 0.7069 -3.8583 2.2515
C 0.4712 -4.5054 3.4509
C -0.5972 -3.9030 4.1933
C -0.9917 -2.6063 4.0364
C -0.3352 -1.6836 3.0911
C 2.8298 -1.9891 0.9530
C 3.7584 -2.0729 -0.0587
C 5.0988 -2.4672 0.2097
C 5.4260 -2.5851 1.5408
C 4.5222 -2.4656 2.5751
C 3.1861 -2.1870 2.2901
C -0.5570 -2.0507 -2.9547
P -1.1179 -0.3447 -2.4015
C -2.9634 -0.4745 -2.4344
C -3.8192 0.4779 -3.0020
C -5.2197 0.3669 -3.0879
C -5.8445 -0.7652 -2.5265
C -5.0108 -1.7216 -1.8829
C -3.6069 -1.5719 -1.8829
C -0.9287 0.6188 -3.9148
C -0.3575 1.8883 -3.8931
C -0.1219 2.5416 -5.0771
C -0.5348 2.0394 -6.2821
C -1.1857 0.7908 -6.3497
C -1.4820 0.1536 -5.1167
H -1.1058 -3.3317 -1.4870
H -0.0121 -4.0047 -2.5762
H 1.9278 -2.5966 -1.5001
H 1.2846 -3.9464 -0.7134
H 1.4790 -4.1783 1.5866
H 1.1294 -5.3200 3.8468
H -1.1373 -4.6324 4.8438
H -1.7984 -2.2170 4.7149
H 0.6086 -1.2378 3.4557
H 3.4680 -1.7336 -1.0616
H 5.7909 -2.4733 -0.6244
H 6.4095 -2.7998 1.8185
H 4.8637 -2.5327 3.5870
H 2.4171 -2.2226 3.0576
H -1.3468 -2.4148 -3.6395
H 0.3970 -1.8721 -3.5084
H -3.3414 1.3243 -3.5304
H -5.8048 1.1794 -3.4781
H -6.8501 -0.9817 -2.7440
H -5.5494 -2.4958 -1.4113
H -3.0870 -2.3972 -1.3276
H -0.1868 2.2920 -2.8874
H 0.4552 3.4462 -5.1951
H -0.2291 2.5651 -7.1983
H -1.3823 0.2734 -7.2868
H -2.2347 -0.7297 -5.0565
C -2.4838 4.0836 2.0301
Si -2.0037 3.0711 0.4825
C -3.5110 2.1469 0.0886
C -1.5540 4.2737 -0.8909
Si -0.5135 1.3248 1.2913
Si 0.9901 2.7995 2.2879
C 0.6655 3.2592 4.1752
C 1.4514 4.3641 1.2979
C 2.7875 2.0978 2.5986
Si -1.5914 -0.1854 2.8964
C -1.4102 -3.1537 1.2485
C -1.7206 0.6567 4.6081
C -3.3936 -0.7940 2.5043
H -3.3007 3.6319 2.5784
H -2.7743 5.0609 1.6500
H -1.6785 4.2553 2.6877
H -4.1316 2.2034 1.0290
H -3.4356 1.1221 -0.1078
H -4.1356 2.5566 -0.7079
H -1.4375 5.2716 -0.4067
H -2.3261 4.2745 -1.6368
H -0.5205 4.0618 -1.3028
H 1.4411 3.9740 4.3436
H 0.7864 2.4392 4.9264
H -0.2454 3.8318 4.2927
H 2.3064 4.7703 1.8993
H 0.6184 5.0366 1.1216
H 1.9007 3.9525 0.4135
H 3.0124 1.7132 3.6233
H 3.4028 2.9800 2.5326
H 3.1848 1.4098 1.8237
H -2.0847 -3.4946 2.0793
H -1.9458 -2.3284 0.8012
H -1.3037 -3.9404 0.5296
H -0.9732 0.2303 5.2555
H -2.6842 0.3383 5.0659
H -1.5545 1.7246 4.5841
H -3.6073 -0.8895 1.4269
H -4.2583 -0.3192 2.9099
H -3.4295 -1.8224 2.9431
S 1.8314 1.5910 -1.2491
C 3.2887 0.8441 -1.7471
N 4.5047 1.0014 -1.1651
C 5.6528 0.7517 -2.0751
C 5.1250 -0.3825 -2.9586
S 3.3509 -0.1331 -3.1499
H 4.5857 1.5048 -0.3301
H 6.6044 0.7070 -1.4960
H 5.8673 1.6534 -2.7087
H 5.3865 -1.3327 -2.5207
H 5.6353 -0.3571 -3.9209
*
```

Löwdin atomic charge list, values in e, 5 entries: atom 1 (Ir): 0.529, atom 2 (C): -0.309, atom 3 (C): -0.263, atom 4 (P): 0.901, atom 5 (C): -0.566

***

The following is a DFT calculation (ωB97M-V/def2-TZVPD) of a single C6H9NO2 molecule in a non-equilibrium geometry.

SMILES   [H]/N=C1\C[C@@]1(C)OC(C)=O
Energy above the lowest of the compared OMol25 structures with the same formula, charge and spin   75.30 kcal per mole
Lowest unoccupied orbital energy   0.0235 hartree
HOMO level   -8.75 eV

Structure (ORCA input):
```
! wB97M-V def2-TZVPD RIJCOSX def2/J DEFGRID3
* xyz 0 1
C 1.3494 -0.5274 -1.1604
C -2.5887 0.0144 0.5116
C 1.3973 1.5844 0.4270
C -1.4370 -0.3709 -0.3797
C 0.7878 -1.0097 0.1181
C 0.6293 0.5195 -0.3071
N 0.9587 -1.7951 1.0764
O -1.4112 -1.3358 -1.0920
O -0.6617 0.8566 -0.6153
H 1.5575 -2.5941 0.8512
H 2.4210 -0.4114 -1.2783
H 0.8434 -0.8154 -2.0723
H -3.3689 0.4318 -0.1252
H -2.9573 -0.8812 1.0056
H -2.2826 0.7575 1.2410
H 0.7000 2.2490 0.9323
H 2.0834 1.1656 1.1601
H 1.9797 2.1624 -0.2928
*
```

Löwdin atomic charge list, values in e, 5 entries: atom 1 (C): -0.005, atom 2 (C): 0.035, atom 3 (C): 0.010, atom 4 (C): -0.431, atom 5 (C): -0.311

***

The following is a DFT calculation (ωB97M-V/def2-TZVPD) of 2 unconnected molecules or ions with the total composition C4H6OS in a non-equilibrium geometry.

Energy above the lowest of the compared OMol25 structures with the same formula, charge and spin   123.44 kcal per mole
Lowest unoccupied orbital energy (spin up / spin down)   0.0195 / 0.0195 hartree
HOMO level (spin up / spin down)   -8.18 / -8.18 eV

Structure (ORCA input):
```
! wB97M-V def2-TZVPD RIJCOSX def2/J DEFGRID3
* xyz 0 1
C -0.1401 1.3100 2.0993
C 0.1083 0.4838 1.2034
C 0.0336 0.4400 -1.6830
C 0.2738 -0.5813 0.2833
O 1.5298 -1.1614 0.4011
S -1.0761 -1.7899 0.1778
H -0.3657 2.2305 2.5744
H -0.7373 -0.2702 -2.0485
H -0.2976 1.4215 -1.1881
H 1.0118 0.4703 -2.0573
H 1.4117 -1.8888 -0.1981
H -1.7521 -0.6643 0.4355
*
```

Löwdin atomic charge list, values in e, 5 entries: atom 1 (C): 0.148, atom 2 (C): -0.181, atom 3 (C): 0.050, atom 4 (C): -0.782, atom 5 (O): -0.042

***

The following is a DFT calculation (ωB97M-V/def2-TZVPD) of 11 unconnected molecules or ions with the total composition C30H44BrCl30F2N4Si in a non-equilibrium geometry.

Lowest unoccupied orbital energy   -0.1266 hartree
HOMO level   -11.35 eV

Structure (ORCA input):
```
! wB97M-V def2-TZVPD RIJCOSX def2/J DEFGRID3
* xyz 1 1
C -2.8411 -2.2174 5.7408
C -3.4357 -0.8376 5.3925
N -2.4346 0.2304 5.2214
C -2.0928 0.6059 3.8558
C -3.1354 1.5997 3.3009
F -3.2933 2.6211 4.1842
F -4.3578 0.9835 3.2471
C -2.7719 2.1364 1.9049
C -3.5885 1.5263 0.7584
Si -2.8704 1.9188 -0.9505
C -2.2331 3.6882 -1.0854
C -4.2942 1.7585 -2.1714
C -1.5971 0.6402 -1.4941
C -1.4218 -0.6028 -0.8687
C -0.4726 -1.5339 -1.3034
C 0.3280 -1.2279 -2.4050
C 0.1536 -0.0072 -3.0665
C -0.7812 0.9184 -2.6083
C -1.8389 -0.5308 2.8813
N -0.5513 -1.1982 3.2216
C 0.4331 -0.2778 2.8091
N 1.5387 -0.7710 2.2510
N 0.2300 1.0443 2.9041
C 1.4908 1.8226 3.1154
C 2.0618 2.3652 1.8003
C 1.9078 3.8824 1.7329
Br 2.0922 4.5190 -0.0728
C -0.7666 1.3866 3.9730
H -1.8021 -2.1607 6.0723
H -2.8564 -2.8752 4.8726
H -3.3942 -2.6644 6.5587
H -4.0700 -0.9613 4.5226
H -4.0822 -0.5498 6.2205
H -1.6056 -0.0807 5.7105
H -2.9308 3.2120 1.9285
H -1.7170 1.9617 1.6937
H -4.5957 1.9353 0.7818
H -3.6373 0.4406 0.8351
H -2.2838 4.2056 -0.1275
H -2.8954 4.2318 -1.7567
H -1.2182 3.7476 -1.4721
H -3.8823 1.8336 -3.1776
H -4.6809 0.7419 -2.0853
H -5.0773 2.4924 -2.0067
H -2.0537 -0.8875 -0.0343
H -0.3851 -2.4761 -0.7817
H 1.0577 -1.9474 -2.7355
H 0.7539 0.2084 -3.9388
H -0.9122 1.8565 -3.1333
H -2.6587 -1.2358 2.7861
H -1.6790 -0.1360 1.8825
H -0.5351 -1.3042 4.2391
H 1.9718 -0.3488 1.4420
H 1.9844 -1.5759 2.6592
H 2.2114 1.2170 3.6583
H 1.2378 2.6600 3.7602
H 3.1197 2.1341 1.7430
H 1.5334 1.9336 0.9518
H 0.9233 4.1757 2.0917
H 2.6286 4.3725 2.3807
H -0.2736 1.1734 4.9215
H -0.9345 2.4573 3.9486
C -0.6128 -5.5206 -3.9431
Cl -0.1480 -5.8531 -5.6046
Cl -0.0980 -3.8945 -3.4560
Cl -2.3536 -5.7041 -3.7246
H -0.1154 -6.2367 -3.3022
C 4.4756 0.3481 -1.7330
Cl 2.8672 -0.3936 -1.8537
Cl 4.4846 1.9384 -2.4824
Cl 5.0183 0.4360 -0.0512
H 5.1782 -0.2828 -2.2623
C -2.2022 -0.0530 8.8844
Cl -2.0563 -1.8098 8.9749
Cl -2.5582 0.6467 10.4525
Cl -0.7049 0.6457 8.2290
H -3.0127 0.1940 8.2102
C -2.2013 -7.9131 -8.8178
Cl -2.0643 -9.6695 -8.8063
Cl -2.8914 -7.3260 -7.3047
Cl -0.6334 -7.1657 -9.1202
H -2.8707 -7.6340 -9.6207
C 4.0414 7.1932 -3.0269
Cl 5.2915 7.2423 -4.2631
Cl 2.9145 5.8608 -3.3264
Cl 4.7534 7.0640 -1.4182
H 3.4863 8.1234 -3.0773
C 4.1249 11.5309 -3.6942
Cl 5.3697 11.5670 -4.9359
Cl 2.9675 10.2284 -4.0089
Cl 4.8343 11.3477 -2.0916
H 3.5855 12.4678 -3.7239
C 4.5694 -4.3225 -2.8091
Cl 2.8100 -4.4133 -2.6697
Cl 5.0334 -2.8364 -3.6371
Cl 5.3252 -4.4488 -1.2180
H 4.9026 -5.1563 -3.4129
C 9.0392 -2.3251 -2.4669
Cl 8.2773 -3.9156 -2.5021
Cl 7.9353 -1.1155 -1.7946
Cl 10.5391 -2.3683 -1.5486
H 9.2728 -2.0388 -3.4834
C -0.7604 -6.4178 -13.3768
Cl -0.9186 -7.5078 -14.7501
Cl -1.8862 -6.8586 -12.0903
Cl 0.8968 -6.4032 -12.7722
H -1.0072 -5.4183 -13.7078
C -5.2275 -2.8132 11.3370
Cl -5.2402 -1.8661 9.8432
Cl -4.7536 -4.4784 11.0063
Cl -4.1631 -2.0847 12.5355
H -6.2327 -2.8194 11.7357
*
```

Löwdin atomic charge list, values in e, 5 entries: atom 1 (C): -0.099, atom 2 (C): -0.228, atom 3 (N): 0.025, atom 4 (C): -0.362, atom 5 (C): -0.466

***

What are the electronic energy values for these records? In order: -221068.7060 -44591.3683 -117443.1868 -11950.0533 -17122.7768 -496805.9595 eV.